The following is a DFT calculation (the ωB97M-V functional and the def2-TZVPD basis) of a 11-piece molecular cluster, C28H70BF13N8O10P overall in a non-equilibrium geometry.

XYZ file:
```
131
Properties=species:S:1:pos:R:3
P 4.73519 0.06687 3.19130
F 6.23831 -0.29941 3.54659
F 4.37885 -1.44421 3.66499
F 3.19796 0.36824 2.81735
F 4.05696 -0.69329 -0.99088
F 4.38450 0.56446 4.71247
F 5.20441 1.59498 2.87564
F 2.09933 2.88205 1.88716
F 2.32702 -2.09545 -1.57031
F 0.83913 4.58128 2.10344
F 2.83331 -0.16631 -2.76354
F 4.19816 -1.91844 -2.94724
F 4.93926 -0.26622 1.57588
F -0.05627 2.63489 1.78204
O -0.54125 0.04814 4.08309
O 0.91479 2.77674 -1.04006
O -0.99713 3.70126 -5.43410
O 7.01880 -4.64038 -1.12123
O -0.88917 -1.77223 -0.57906
O -3.45700 -4.45375 0.65252
O 2.40858 4.20458 -0.35844
O -3.40984 2.51538 1.89888
O -6.35032 -3.44854 -1.36515
O 4.97548 2.08095 -3.76185
N 4.93376 -3.62731 -0.86377
N -7.78806 -3.59115 0.45682
N 0.69645 -0.08272 -0.66910
N -1.59229 1.50450 -5.97143
N -1.54797 -5.86520 0.75651
N 0.35106 -1.46917 5.66957
N 3.10499 3.28608 -3.03372
N -5.05711 4.15678 1.35891
C 4.33052 2.45204 -2.83798
C -1.75965 0.43532 -0.15342
C -2.97040 1.60849 -6.66190
C -1.55556 2.36010 -3.53601
C 0.96498 3.40810 1.41035
C 4.52948 -3.17754 0.54453
C 1.49322 -0.10157 0.60300
C -3.61255 3.59598 1.43634
C 1.73796 -0.88358 5.31105
C -0.68426 -0.58933 -0.46264
C 4.83392 2.27229 -1.39778
C -2.53372 4.39937 0.81505
C -0.74994 -0.77633 4.90269
C 6.42951 -3.61231 -1.11124
C -6.49115 -3.12492 -0.23661
C -5.56094 -2.18300 0.47792
C 1.05603 3.75574 -0.10047
C 2.29339 2.91321 -4.28527
C -0.60333 -5.23181 -0.26494
C -6.05165 3.44272 2.23941
C -7.79343 -5.01281 1.02704
C -1.41956 2.67356 -5.00079
C 7.06655 -2.26815 -1.07072
C -3.87284 -6.81518 0.53171
C -3.04292 -5.56523 0.65685
C -2.16121 -1.28319 5.19383
C 2.72147 5.55991 -0.09136
C 4.11386 5.89055 -0.54868
B 3.33969 -1.25483 -2.05266
H 2.39709 0.46925 0.39700
H 3.46065 4.21794 -3.24952
H -4.97636 5.15830 1.54811
H -0.85790 -4.16986 -0.29940
H -2.98522 0.82314 -7.41252
H 7.39804 -2.00953 -0.06384
H -5.54732 -2.46913 1.52887
H -5.92355 -1.19021 0.19919
H 4.86962 5.23026 -0.11865
H 5.49549 1.41143 -1.39912
H -1.39035 -6.87019 0.66946
H 3.99206 2.20762 -0.71082
H -8.63311 -3.43470 -0.09541
H -5.61330 3.38575 3.23159
H 0.05006 -1.26106 6.62355
H 2.64342 5.78752 0.97588
H -0.91974 1.56295 -3.15041
H -3.75000 1.45627 -5.91869
H 2.13386 1.84818 -4.44604
H 4.30592 5.85044 -1.62280
H -2.40324 -2.27613 4.81410
H -0.84770 -5.67511 -1.22916
H -2.58869 2.04819 -3.35732
H 5.06744 -2.26494 0.78941
H 0.91824 0.40516 1.37579
H 0.33179 4.54333 -0.34622
H -2.94937 5.32411 0.41402
H -0.85405 1.52269 -6.67942
H 4.62411 -4.57387 -1.08485
H -7.91068 -5.68628 0.17850
H -2.87577 -0.56348 4.80209
H 3.46397 -2.96190 0.56115
H 1.18742 -0.68974 -1.33455
H -6.98083 4.00665 2.19014
H -4.20880 -7.13053 -0.46001
H -7.86460 -2.93048 1.23216
H 0.40521 -5.52024 0.01743
H -8.80397 -5.06746 1.43447
H 2.37401 -1.58436 5.84709
H -1.27283 -5.58187 1.69724
H 4.34258 6.86980 -0.12787
H 4.69430 -3.98058 1.25870
H -1.30613 1.36748 0.18922
H -4.80783 -6.45795 0.96962
H -1.44281 0.59896 -5.52791
H 1.78617 -1.11534 0.86007
H 2.01011 6.28573 -0.50550
H -1.71714 4.56574 1.52200
H -1.33415 3.27883 -2.99773
H -3.53556 -7.73016 1.01747
H 0.69832 0.88047 -1.03704
H -2.43505 0.12768 0.64296
H -5.24749 4.06476 0.35990
H 7.96480 -2.34616 -1.68340
H 1.72256 -0.78963 4.23188
H -2.30969 -1.32122 6.27625
H 0.26743 -2.45386 5.43039
H 1.86023 0.07096 5.81918
H -3.05263 2.62362 -7.04220
H -6.97753 -5.20502 1.71262
H 5.43108 3.14324 -1.12383
H 4.45729 -3.06105 -1.58566
H 2.74159 3.30247 -5.19484
H 1.30204 3.32467 -4.10412
H 2.45717 3.29938 -2.23549
H -2.36283 0.65261 -1.03609
H -4.56590 -2.19326 0.03911
H -6.26377 2.44626 1.86213
H 6.45953 -1.46309 -1.48112
H -1.99515 3.84557 0.04216
```

- HOMO (eV) = -18.06
- lowest unoccupied orbital energy (Eh) = -0.4205
- total charge = +5
- total energy (Ha) = -3962.27322

The following is a DFT calculation (the ωB97M-V functional and the def2-TZVPD basis) of a 14-piece molecular cluster, C28H70N14O21 overall in a non-equilibrium geometry.

XYZ file:
```
133
Properties=species:S:1:pos:R:3
O 1.81632 -2.88010 3.55362
O -2.56014 -2.38335 7.27339
O -3.22715 3.35735 1.49520
O 4.48231 2.69690 1.86237
O 2.02657 -5.69239 -0.00735
O -3.18180 -4.31718 6.53862
O -4.73928 0.31768 -0.86582
O 2.14614 -1.29648 -3.21364
O 3.77227 1.39382 3.51485
O 3.37889 -0.42658 0.81449
O 0.05025 -3.83594 4.39597
O -3.11061 -4.33247 -1.49678
O -5.41199 3.46637 1.36215
O 3.71866 -4.37752 0.22877
O -2.92706 -0.91946 -0.45335
O -4.33561 -3.48465 1.40717
O 0.00603 4.66675 -0.15794
O -1.54800 -3.68728 -0.17381
O 3.26585 4.49933 -4.77825
O -0.36504 -0.61094 2.79179
O -2.09274 0.45237 -4.12695
N 5.17972 -1.60364 0.09576
N 3.58676 2.64903 -3.46267
N -2.94720 -3.11420 6.38958
N -3.94659 -0.61885 -1.08599
N 0.87969 -2.91286 4.32437
N 1.20819 -2.52264 -4.78483
N 3.57431 2.15960 2.55508
N -0.89684 2.09317 -3.16318
N -4.26814 3.72190 0.95202
N 2.51498 -4.58859 0.24456
N -2.35009 -4.49939 -0.54119
N 0.06918 0.31573 0.70506
N -4.32619 -1.34428 2.24793
N 0.54902 5.42358 1.93991
C -2.02756 2.61387 -2.54466
C -0.90057 1.38494 0.89852
C 3.75269 1.73329 -4.57433
C -4.24732 -1.60809 -2.21193
C 0.72142 -1.83670 5.32069
C 3.35870 3.95450 -3.71693
C 2.18691 -1.73959 -4.32977
C 0.17922 -0.64086 1.66118
C 3.71948 2.15882 -2.08899
C 0.48375 0.03053 -0.66187
C -0.99531 1.04976 -4.00022
C 1.57786 -3.52429 0.31271
C -4.14914 4.48468 -0.34227
C -0.03469 -2.68667 -4.05480
C -3.13789 -2.53797 4.97561
C -5.79002 -1.32852 2.39086
C 4.46474 -0.91941 1.06485
C 0.67267 5.37816 0.60530
C -3.75332 -2.44768 1.71812
C 1.21372 -3.09610 -6.13684
C -2.59719 -5.63196 0.27808
C -3.64301 -0.06933 2.40023
C 2.20962 2.41883 2.07264
C 4.73711 -1.61766 -1.28797
C 6.40713 -2.26554 0.46497
C -0.51087 4.64813 2.57232
C 0.24985 2.99891 -3.06396
C 1.17563 6.44317 2.67528
H 1.43195 6.09300 0.25496
H -0.30551 -1.48198 5.21550
H 3.83567 -0.99090 -1.39849
H -6.11667 -2.36233 2.30588
H 1.82265 6.92746 1.94766
H 4.42298 1.31698 -2.08563
H 4.11837 2.96409 -1.50627
H -0.07893 0.75177 -4.54968
H 4.74082 1.80301 -5.05262
H 1.40353 -1.01319 5.05763
H -1.64704 3.26346 -1.77417
H 0.84231 -3.77094 1.09277
H 3.61789 0.72467 -4.30196
H -6.31962 -0.71576 1.62785
H -2.43105 -6.58067 -0.29133
H 1.45846 1.90444 2.72224
H 1.51228 -0.29972 -0.72588
H -3.34626 -2.17270 -2.45957
H 2.97204 1.85875 -5.32581
H -2.68986 -2.42685 1.47369
H 2.79165 1.69826 -1.70264
H -4.06683 3.67713 -1.08369
H 4.96080 -0.91579 2.04910
H 0.51156 7.26129 3.07413
H -0.20695 4.29161 3.58840
H -1.46687 5.16619 2.51289
H -0.26473 -3.68111 -3.87020
H -0.72875 3.68299 2.09104
H 0.81767 -1.42644 1.36343
H 1.26674 -4.19117 -6.09098
H -1.90998 1.05989 0.76414
H -1.86103 -5.56079 1.06059
H -3.64656 -5.58087 0.64699
H -0.80927 -2.23016 -4.67508
H 0.43603 3.22566 -2.00816
H -3.89181 0.62807 1.55442
H 5.42674 -1.25842 -2.02959
H 3.03646 -1.48843 -4.98837
H -6.05152 -0.91046 3.37268
H -4.59435 -0.96223 -3.00199
H 2.11450 -2.61866 0.58737
H 1.02237 -2.32233 6.27107
H -2.59960 -0.21263 2.35599
H 1.08342 -3.47026 -0.68954
H -0.10836 -0.73427 -1.22773
H 2.18567 2.05521 1.04448
H -0.78755 1.71445 1.96477
H 0.45356 0.98267 -1.21767
H -2.70818 3.14531 -3.27013
H 0.03543 3.93553 -3.62240
H 1.19549 2.65301 -3.47174
H 2.10708 3.51012 2.07280
H 6.57941 -2.08314 1.56774
H -3.95759 0.41758 3.32169
H 4.42842 -2.63132 -1.58782
H 0.32736 -2.93071 -6.66619
H -5.05679 5.09274 -0.50138
H -4.06662 -2.93961 4.57752
H -0.01503 -2.17084 -3.04284
H 2.10487 -2.70286 -6.65200
H 3.29684 4.49044 -2.70565
H -5.05424 -2.17306 -1.74769
H -0.69104 2.24475 0.22441
H 7.26174 -1.99042 -0.15713
H 6.24324 -3.37662 0.32845
H -2.61907 1.82576 -2.13186
H 1.74559 6.06862 3.50634
H -2.29406 -2.81394 4.31640
H -3.24755 5.13306 -0.29581
H -3.28658 -1.48848 5.21700
```

- HOMO (eV) = -9.28
- lowest unoccupied orbital energy (Eh) = -0.0047
- total charge = 0
- total energy (Ha) = -3454.81493

> total charge of number 2 (C28H70N14O21)?

0